Entry 1:
Entry from the OMol25 dataset: a molecular structure, C44H48FN7O6S3Sn (wB97M-V/def2-TZVPD).

Positions of all 110 atoms, in Å:
Sn 1.231239 0.464136 2.540395
F -0.122640 -0.818807 -4.109623
C -0.039407 -1.746383 -3.125412
C 0.459734 -1.369021 -1.917282
C 0.528399 -2.282796 -0.860459
C 0.906512 -1.859012 0.476785
O 1.080461 -0.598850 0.690475
C 0.994841 -2.873649 1.427830
C 0.715293 -4.177591 1.086498
N 0.278129 -4.558842 -0.104118
C 0.024046 -5.967061 -0.369653
C -1.394252 -6.430925 -0.531950
C -0.615897 -6.793934 0.696040
C 0.151331 -3.609421 -1.113233
C -0.358343 -3.974013 -2.361006
C -0.507625 -3.048248 -3.376766
N -1.112603 -3.456906 -4.581653
C -2.404881 -4.120690 -4.512207
C -3.549992 -3.139604 -4.731015
N -3.353892 -2.462616 -6.066099
C -2.020114 -1.755441 -6.131373
C -0.923344 -2.774353 -5.847632
C 1.291682 -2.643231 2.860665
O 1.574184 -3.546599 3.606012
O 1.154234 -1.398254 3.234652
H 0.778494 -0.350841 -1.760512
H 0.807275 -4.937458 1.850183
H 0.787265 -6.418971 -0.988954
H -1.588587 -7.194567 -1.272678
H -2.177065 -5.693101 -0.406642
H -0.257664 -7.805926 0.814946
H -0.902967 -6.303933 1.616940
H -0.649041 -4.998493 -2.538402
H -2.543843 -4.590352 -3.542921
H -2.446138 -4.910181 -5.271089
H -3.548944 -2.354529 -3.976018
H -4.520716 -3.631583 -4.743313
H -4.114853 -1.807274 -6.245741
H -3.391741 -3.169943 -6.803765
H -2.046001 -0.973178 -5.376966
H -1.924191 -1.310359 -7.120289
H 0.045077 -2.288011 -5.893085
H -0.935625 -3.535902 -6.637013
C 0.203245 4.304486 5.426676
N 1.375094 4.607407 4.632492
C 1.264905 5.863846 3.920227
C 1.819194 3.504080 3.827545
C 2.423951 2.370961 4.635508
C 3.118547 2.685942 5.800552
C 3.718951 1.699015 6.561293
C 3.632800 0.372348 6.173983
C 2.951450 0.021091 5.019314
C 2.332585 1.018701 4.254895
H -0.055962 5.167809 6.038314
H 0.402152 3.464132 6.092822
H -0.672170 4.051438 4.802968
H 1.221337 6.688637 4.631190
H 0.367627 5.921965 3.280878
H 2.141810 6.008653 3.289410
H 2.575089 3.876750 3.131370
H 0.991472 3.109597 3.205575
H 3.175530 3.725819 6.096612
H 4.258933 1.967835 7.459987
H 4.091201 -0.402977 6.774689
H 2.875377 -1.018301 4.747660
C 4.073736 2.634700 -4.022868
C 4.090542 3.654262 -2.885937
C 3.687345 3.069881 -1.542787
N 2.287214 2.618902 -1.605034
C 1.580729 2.187622 -0.586204
S 2.330051 2.118695 0.954396
N 0.259626 1.885028 -0.757482
C -0.571064 2.135489 -1.881571
O -1.426484 1.333707 -2.155019
C -0.367811 3.408198 -2.620989
C -0.039873 4.587584 -1.954033
C 0.054857 5.772743 -2.664052
C -0.165218 5.778256 -4.036896
C -0.485251 4.601720 -4.702663
C -0.598225 3.416553 -3.993301
H 4.484983 3.067108 -4.933681
H 3.063402 2.291180 -4.264492
H 4.673546 1.757886 -3.770552
H 3.433218 4.496878 -3.121329
H 5.094682 4.062709 -2.774641
H 3.782082 3.807653 -0.746704
H 4.312555 2.214875 -1.279882
H 1.822285 2.730698 -2.496428
H -0.124013 1.210691 -0.102295
H 0.116249 4.583272 -0.881118
H 0.292576 6.693608 -2.148409
H -0.097468 6.707248 -4.588009
H -0.652471 4.613546 -5.771356
H -0.861437 2.490202 -4.488543
O -1.826837 -3.624597 1.878647
S -2.603220 -2.431660 1.692587
O -3.486215 -2.338035 0.569521
N -1.571915 -1.105844 1.638045
C -1.856787 -0.277321 2.571206
S -1.012866 1.291124 2.714254
C -2.927810 -0.684503 3.523888
C -3.391360 -0.043281 4.655251
C -4.352229 -0.694997 5.423643
C -4.820803 -1.954175 5.066833
C -4.351053 -2.602788 3.927006
C -3.408938 -1.937267 3.176596
H -3.008654 0.928373 4.940412
H -4.732602 -0.221016 6.318076
H -5.559750 -2.442720 5.687567
H -4.710270 -3.584711 3.649833

Cartesian forces, eV/Å:
Sn 0.11 -0.30 0.07
F 0.01 0.07 0.02
C -0.01 0.01 0.00
C -0.01 0.06 0.04
C 0.04 0.02 0.05
C -0.28 0.13 -0.12
O 0.38 -0.08 -0.39
C 0.29 -0.18 -0.16
C 0.01 0.02 0.01
N 0.18 0.02 -0.19
C -0.12 0.10 -0.01
C -0.09 0.00 0.00
C -0.01 -0.04 0.09
C -0.08 -0.16 0.17
C 0.02 -0.01 -0.06
C 0.01 -0.08 -0.07
N -0.12 0.05 0.02
C 0.10 0.05 -0.03
C 0.00 0.01 -0.03
N 0.10 -0.01 0.10
C -0.04 0.01 -0.03
C -0.04 -0.07 0.09
C -0.11 0.08 0.08
O 0.03 0.00 0.00
O -0.08 -0.36 0.73
H -0.04 0.02 -0.02
H 0.04 0.01 -0.03
H 0.03 0.00 0.00
H 0.02 -0.01 0.00
H 0.05 0.03 0.03
H 0.00 0.00 -0.03
H -0.03 0.02 -0.04
H 0.04 0.01 0.00
H -0.01 -0.02 0.00
H -0.01 -0.03 0.02
H -0.01 0.03 0.01
H 0.00 -0.01 -0.01
H 0.00 0.02 0.00
H -0.04 0.01 -0.03
H -0.01 0.02 0.01
H -0.02 -0.03 -0.02
H 0.01 0.01 0.02
H 0.04 0.01 -0.02
C -0.03 -0.01 -0.01
N 0.23 0.13 0.25
C -0.11 -0.07 -0.10
C -0.08 -0.04 0.04
C 0.02 -0.34 0.12
C -0.01 0.08 -0.12
C 0.02 0.01 0.02
C 0.06 -0.18 0.03
C -0.14 0.39 -0.04
C 0.42 0.58 0.08
H 0.01 -0.01 0.01
H 0.00 -0.01 -0.02
H 0.01 0.02 -0.02
H -0.04 -0.01 0.01
H 0.01 -0.04 -0.02
H 0.02 0.02 0.03
H -0.02 0.02 0.00
H -0.05 0.04 -0.04
H -0.01 -0.02 0.01
H -0.02 -0.01 0.00
H 0.01 0.02 -0.02
H -0.03 -0.08 -0.07
C 0.01 0.00 0.02
C -0.04 -0.05 -0.07
C -0.10 -0.03 -0.03
N 0.16 0.01 -0.03
C -0.17 0.12 0.10
S 0.34 0.06 -0.38
N 0.09 -0.05 -0.03
C 0.13 -0.02 0.03
O -0.04 -0.07 -0.02
C -0.10 0.00 0.06
C 0.00 0.05 0.01
C 0.00 -0.01 0.00
C 0.00 0.00 0.00
C 0.03 0.01 0.01
C 0.02 0.00 -0.04
H -0.02 0.01 0.01
H 0.01 0.00 0.02
H -0.01 0.02 0.00
H 0.04 0.03 0.01
H 0.00 0.01 0.01
H -0.02 0.03 0.01
H 0.01 -0.01 0.01
H 0.01 0.03 0.02
H -0.04 0.03 0.03
H -0.01 0.00 -0.02
H -0.02 -0.01 -0.01
H 0.02 -0.02 0.00
H -0.01 0.00 0.01
H -0.02 0.03 0.01
O -0.18 -0.05 -0.04
S 0.00 0.27 0.17
O 0.04 -0.18 -0.12
N -0.18 0.03 -0.14
C 0.12 0.25 -0.02
S -0.80 -0.47 0.03
C 0.26 0.08 -0.08
C -0.04 0.03 0.05
C 0.02 0.00 -0.04
C -0.03 -0.01 0.03
C -0.01 0.06 -0.02
C -0.16 -0.05 0.10
H 0.00 -0.02 0.00
H 0.00 0.00 -0.01
H 0.01 0.01 0.00
H 0.01 0.01 0.01

Computed properties:
**Charge**: +2
**F_max**: 0.9 eV/A
**Molar mass**: 1004.8 g/mol
**Kohn-Sham gap**: 7.02 eV
**Relative energy (zero: lowest compared OMol25 entry of this formula, charge and spin)**: 0.0 kcal/mol
**HOMO**: -11.80 eV
**2S+1**: 1
**Lowest unoccupied orbital energy**: -4.8 eV

Entry 2:
Entry from the OMol25 dataset: a molecular structure, C44H49AsN8PS2ScSi2 in a non-equilibrium geometry (wB97M-V/def2-TZVPD).

Positions of all 108 atoms, in Å:
Sc -0.126297 0.063016 0.814771
C -1.422808 -2.621038 -0.615322
N -0.922418 -1.343248 -1.141996
C 0.033118 -1.509718 -2.227841
C 1.331970 -1.903980 -1.606794
N 1.600943 -1.701590 -0.347472
C 2.895292 -2.224437 -0.167874
C 3.698205 -2.312165 0.968280
C 4.942683 -2.895763 0.839039
C 5.398998 -3.391507 -0.392797
C 4.617317 -3.319404 -1.528092
C 3.365500 -2.731015 -1.380815
N 2.334302 -2.517738 -2.282931
C -1.891506 -2.428703 0.784294
N -1.170074 -1.794503 1.684675
C -1.948904 -1.820916 2.856063
C -1.711786 -1.266613 4.108139
C -2.699091 -1.403148 5.060957
C -3.902822 -2.076006 4.784268
C -4.143516 -2.638142 3.548594
C -3.135234 -2.494581 2.601448
N -3.050073 -2.887485 1.268318
H -0.590198 -3.325365 -0.588664
H -2.212145 -3.045507 -1.239674
H -1.717526 -0.779718 -1.417563
H 0.148482 -0.558089 -2.750770
H -0.277701 -2.259422 -2.964628
H 3.356225 -1.922664 1.910483
H 5.583986 -2.971618 1.708287
H 6.382004 -3.840272 -0.453970
H 4.962455 -3.707201 -2.478631
H 2.332955 -2.742837 -3.262249
H -0.813947 -0.701292 4.298058
H -2.563697 -0.950224 6.035438
H -4.666678 -2.130028 5.549912
H -5.081788 -3.125594 3.318286
H -3.799759 -3.261705 0.712362
S -1.363008 1.580257 2.457249
C -3.074747 1.229926 2.567225
C -3.685350 1.538991 3.840587
N -4.145779 1.780189 4.868145
C -3.809118 0.665553 1.583510
S -3.196436 0.358336 -0.003888
C -5.188497 0.284610 1.827973
N -6.272915 -0.068838 1.982635
N 1.945280 1.214479 -0.705949
C 1.865828 1.475262 -2.098298
C 2.917613 1.148850 -2.949482
C 2.801328 1.381226 -4.311190
C 1.644852 1.956972 -4.826094
C 0.591006 2.262672 -3.974979
C 0.676978 2.002694 -2.606192
P -0.704355 2.095743 -1.405497
C -0.568798 3.789606 -0.740890
C 0.407708 4.681620 -1.171865
C 0.484646 5.957159 -0.624004
C -0.421167 6.347677 0.350369
C -1.407473 5.463097 0.778043
C -1.479730 4.187992 0.240178
C -2.123907 2.224842 -2.567275
C -2.843805 3.396339 -2.761960
C -3.889009 3.440850 -3.680370
C -4.219229 2.320724 -4.424903
C -3.494370 1.147457 -4.251812
C -2.463066 1.106241 -3.329369
H 1.885522 2.058403 -0.141927
H 2.797889 0.739605 -0.434862
H 3.828169 0.726554 -2.536905
H 3.624272 1.130359 -4.969844
H 1.559841 2.158638 -5.886538
H -0.320701 2.681232 -4.383868
H 1.118052 4.385305 -1.934678
H 1.254796 6.641009 -0.959718
H -0.358887 7.339475 0.780711
H -2.115417 5.761470 1.541297
H -2.241139 3.496085 0.581174
H -2.605839 4.284107 -2.191281
H -4.446810 4.360441 -3.807084
H -5.036905 2.357248 -5.133683
H -3.741890 0.263756 -4.826475
H -1.900347 0.184838 -3.226333
C 4.043491 -0.858613 4.630261
Si 2.213157 -0.641945 4.270407
C 1.522060 -2.373832 4.027497
C 1.428659 0.150564 5.776876
As 2.017293 0.543561 2.268000
Si 2.285750 2.719068 3.083971
C 3.827385 2.720365 4.145429
C 0.912637 3.524890 4.057583
C 2.641453 3.809740 1.604904
H 4.206054 -1.792507 5.180666
H 4.437775 -0.037003 5.231732
H 4.622645 -0.897466 3.703758
H 1.094666 -2.745264 4.965064
H 2.320620 -3.060276 3.731855
H 0.743396 -2.417895 3.264501
H 2.078181 -0.016180 6.642482
H 0.450104 -0.277926 6.003413
H 1.295677 1.227166 5.656338
H 3.639010 2.306305 5.141266
H 4.183942 3.748627 4.272573
H 4.619311 2.130658 3.677443
H 0.256692 2.804091 4.545682
H 0.281489 4.124458 3.394726
H 1.347682 4.180662 4.819947
H 3.475910 3.421412 1.012167
H 2.910855 4.812933 1.954281
H 1.762874 3.925142 0.960254

Cartesian forces, eV/Å:
Sc -1.05 -0.10 -0.70
C 0.04 0.12 -0.04
N 0.11 0.01 0.15
C 0.01 -0.03 0.12
C -0.01 0.01 -0.02
N 0.21 -0.16 0.19
C -0.15 0.10 0.03
C 0.00 -0.06 -0.02
C 0.00 -0.01 -0.04
C 0.00 0.03 0.04
C -0.02 -0.01 0.00
C -0.03 0.01 -0.15
N 0.06 -0.03 -0.06
C 0.21 0.06 0.01
N -0.11 0.29 0.11
C 0.24 0.05 -0.11
C -0.02 -0.01 0.11
C -0.04 -0.04 0.00
C 0.05 0.04 0.02
C 0.00 0.00 -0.03
C -0.13 -0.11 -0.12
N -0.15 -0.17 0.15
H 0.02 -0.05 -0.03
H -0.05 0.01 -0.03
H -0.04 0.03 -0.03
H 0.03 0.02 -0.01
H -0.03 -0.04 -0.03
H -0.03 0.03 0.08
H -0.02 0.00 -0.02
H -0.01 0.01 0.01
H -0.03 0.02 0.03
H 0.00 0.01 0.00
H 0.04 0.01 0.01
H -0.01 -0.01 -0.05
H 0.04 0.01 -0.03
H 0.03 0.01 0.00
H 0.00 0.00 -0.01
S 0.42 -0.21 -0.01
C -0.10 0.16 0.43
C 0.18 -0.14 -0.30
N 0.01 0.04 -0.03
C -0.50 -0.20 -0.14
S 0.12 -0.04 0.06
C 0.43 0.20 -0.08
N 0.01 -0.03 0.01
N -0.29 0.18 -0.11
C 0.16 -0.11 0.14
C 0.01 -0.01 -0.03
C -0.01 0.02 0.00
C -0.03 -0.01 0.07
C 0.01 -0.05 -0.02
C -0.05 0.00 -0.01
P -0.07 0.12 -0.30
C -0.01 -0.04 0.00
C 0.03 0.09 -0.03
C -0.03 -0.03 -0.01
C -0.03 -0.06 0.02
C 0.06 0.03 -0.01
C -0.03 0.00 0.01
C 0.09 -0.01 -0.01
C -0.11 0.03 0.02
C 0.03 0.00 0.04
C 0.03 -0.03 0.01
C -0.02 0.04 0.05
C 0.03 -0.04 -0.02
H 0.08 0.08 -0.06
H -0.03 -0.09 0.13
H -0.02 0.01 -0.01
H -0.03 0.01 0.02
H 0.00 0.00 0.03
H 0.01 0.00 0.03
H -0.01 0.01 0.00
H -0.02 -0.02 0.01
H -0.01 -0.02 0.00
H 0.02 0.00 -0.02
H 0.04 0.02 -0.01
H 0.02 -0.01 0.00
H 0.02 -0.02 0.00
H 0.02 0.00 0.01
H 0.01 0.01 0.00
H -0.01 0.00 0.00
C 0.19 -0.02 0.04
Si -0.04 -0.01 -0.19
C -0.06 -0.18 -0.03
C -0.07 0.12 0.13
As 0.29 0.14 0.54
Si 0.02 -0.18 -0.09
C 0.17 -0.06 0.13
C -0.20 0.08 0.08
C 0.04 0.14 -0.15
H 0.01 0.09 0.00
H 0.02 -0.01 -0.03
H 0.01 -0.04 0.05
H 0.04 0.00 -0.06
H -0.04 -0.01 0.00
H 0.05 -0.02 0.05
H -0.08 0.00 -0.01
H 0.02 0.03 0.01
H 0.04 -0.05 0.06
H 0.01 0.03 -0.08
H -0.01 -0.07 0.02
H 0.01 0.06 0.04
H 0.02 0.07 0.01
H 0.02 -0.04 0.07
H -0.04 0.00 -0.06
H -0.03 0.06 0.01
H -0.01 -0.04 -0.07
H 0.06 -0.01 0.07

Computed properties:
**Charge**: 0
**F_max**: 1.3 eV/A
**Molar mass**: 961.1 g/mol
**Kohn-Sham gap**: 6.41 eV
**Relative energy (zero: lowest compared OMol25 entry of this formula, charge and spin)**: 10.4 kcal/mol
**HOMO**: -6.65 eV
**2S+1**: 1
**Lowest unoccupied orbital energy**: -0.2 eV

Which value of 2S+1 does entry 1 give?
1

Among the records above, which one has the highest molar mass?
C44H48FN7O6S3Sn